(1)
Computed, not measured: 4 unconnected molecules or ions with the total composition C3H13NO2S2, with the ωB97M-V functional and the def2-TZVPD basis.

XYZ file:
```
21
Properties=species:S:1:pos:R:3:mulliken_charge:R:1
S 3.97 -0.56 0.57 -0.176
S -1.71 -0.74 0.15 -0.097
C 0.04 -0.73 0.69 -0.378
C 0.76 0.35 -0.17 -0.637
N 1.44 -0.19 -1.39 0.214
C 0.73 -1.19 -2.16 -0.805
H 4.61 0.50 0.14 0.255
H 0.06 -0.33 1.70 0.364
H 0.47 -1.73 0.69 0.414
H 1.49 0.70 0.55 0.250
H 0.12 1.18 -0.48 0.331
H 2.37 -0.53 -1.04 0.217
H 0.62 -2.12 -1.55 0.361
H 1.26 -1.30 -3.11 0.321
H -0.31 -0.89 -2.26 0.374
H -3.44 0.43 0.93 0.258
H -4.68 0.09 1.68 0.318
O -4.33 0.78 1.10 -0.588
H -1.99 1.87 0.01 0.236
H -3.16 2.69 0.52 0.370
O -2.20 2.74 0.32 -0.602
```

Output
orbital gap (alpha / beta) = 5.68 / 6.55 eV
2S+1 = 2
net charge = +1
molar mass = 159.276 g/mol
relative energy (zero: lowest compared OMol25 entry of this formula, charge and spin) = 77.6 kcal per mole
E_HOMO (alpha / beta) = -13.88 / -13.64 eV

(2)
Computed, not measured: 2 unconnected molecules or ions with the total composition C2H3NO, with the ωB97M-V functional and the def2-TZVPD basis.

XYZ file:
```
7
Properties=species:S:1:pos:R:3:mulliken_charge:R:1
C 1.54 0.19 0.31 -0.460
C 1.78 -0.47 -0.66 -0.372
H 1.64 0.89 1.11 0.361
H 1.87 -1.08 -1.44 0.474
N -2.58 0.42 0.29 0.008
O -1.97 0.17 -0.70 -0.215
H -2.29 -0.13 1.10 0.203
```

Output
SMILES string = C#C.N=O
orbital gap = 9.28 eV
2S+1 = 1
molar mass = 57.052 g/mol
relative energy (zero: lowest compared OMol25 entry of this formula, charge and spin) = 118.0 kcal per mole
E_HOMO = -9.33 eV

(3)
Computed, not measured: 4 unconnected molecules or ions with the total composition C22H49BrClO13P, with the ωB97M-V functional and the def2-TZVPD basis.

XYZ file:
```
87
Properties=species:S:1:pos:R:3:mulliken_charge:R:1
C -1.27 -1.39 -1.68 -1.445
C -2.18 -2.20 -2.59 0.452
Br -2.82 -1.10 -4.08 -0.184
C -1.53 -3.54 -3.04 -0.891
O -1.76 -3.91 -4.40 -0.308
C -0.77 -3.58 -5.21 0.745
O -0.09 -2.67 -5.01 -0.463
O -0.54 -4.39 -6.28 -0.261
P -1.52 -4.18 -7.65 0.276
O -0.75 -2.98 -8.46 -0.410
Cl -3.27 -3.20 -7.05 -0.138
H -1.86 -0.87 -0.93 0.336
H -0.72 -0.62 -2.22 0.359
H -0.56 -2.03 -1.16 0.421
H -3.07 -2.45 -2.02 0.413
H -2.02 -4.31 -2.45 0.347
H -0.48 -3.59 -2.77 0.419
H -1.29 -2.18 -8.34 0.328
C 3.28 -1.06 -2.50 -0.853
O 3.23 -1.40 -1.14 -0.203
C 3.91 -2.62 -0.87 -0.552
C 4.18 -2.76 0.62 -0.412
O 5.31 -2.03 1.06 -0.483
C 5.16 -0.62 1.16 -0.482
C 4.34 -0.18 2.36 -0.290
O 2.95 -0.32 2.09 -0.239
C 2.19 -0.32 3.28 -0.659
H 2.82 -1.84 -3.12 0.328
H 2.73 -0.13 -2.64 0.233
H 4.32 -0.90 -2.82 0.335
H 4.86 -2.65 -1.41 0.341
H 3.27 -3.45 -1.20 0.424
H 4.42 -3.80 0.81 0.405
H 3.29 -2.51 1.21 0.164
H 4.76 -0.19 0.23 0.180
H 6.17 -0.23 1.29 0.385
H 4.54 0.87 2.58 0.273
H 4.62 -0.80 3.23 0.339
H 2.45 -1.18 3.90 0.334
H 1.14 -0.41 2.99 0.253
H 2.33 0.60 3.84 0.182
C -10.59 0.08 -2.21 -0.774
O -9.72 0.37 -3.28 -0.241
C -9.09 1.63 -3.12 -0.571
C -7.89 1.74 -4.04 -0.429
O -6.73 1.11 -3.53 -0.462
C -6.70 -0.31 -3.59 -0.300
C -6.47 -0.86 -4.98 -0.472
O -7.67 -0.85 -5.73 -0.292
C -7.43 -0.96 -7.11 -0.739
H -11.38 0.83 -2.13 0.315
H -11.05 -0.89 -2.40 0.231
H -10.04 0.02 -1.26 0.320
H -8.77 1.77 -2.08 0.344
H -9.82 2.41 -3.38 0.441
H -7.63 2.80 -4.11 0.393
H -8.12 1.39 -5.05 0.189
H -7.60 -0.74 -3.14 0.203
H -5.85 -0.61 -2.96 0.276
H -6.12 -1.90 -4.91 0.402
H -5.70 -0.26 -5.48 0.334
H -6.85 -0.10 -7.47 0.319
H -8.39 -0.96 -7.62 0.247
H -6.90 -1.89 -7.35 0.272
C 8.15 1.51 6.20 -0.789
O 7.05 2.39 6.13 -0.302
C 6.02 1.89 5.31 -0.564
C 4.73 2.64 5.56 -0.420
O 4.02 2.17 6.70 -0.446
C 4.55 2.55 7.97 -0.434
C 4.30 4.00 8.32 -0.563
O 5.24 4.84 7.68 -0.253
C 4.81 6.18 7.64 -0.775
H 8.58 1.34 5.21 0.313
H 8.91 1.96 6.84 0.252
H 7.85 0.55 6.65 0.327
H 5.87 0.82 5.49 0.368
H 6.32 2.04 4.26 0.469
H 4.06 2.44 4.72 0.351
H 4.89 3.71 5.60 0.219
H 5.61 2.30 8.04 0.194
H 4.02 1.93 8.69 0.388
H 4.40 4.13 9.41 0.442
H 3.28 4.27 8.03 0.343
H 3.88 6.28 7.06 0.323
H 5.58 6.77 7.15 0.233
H 4.65 6.57 8.66 0.318
```

Output
SMILES string = C[C@@H](Br)COC(=O)OP(O)Cl.COCCOCCOC.COCCOCCOC.COCCOCCOC
orbital gap = 9.78 eV
2S+1 = 1
molar mass = 667.952 g/mol
E_HOMO = -9.20 eV